Record 1
Below is a structure of composition C13H37N8NaO15S2V in a non-equilibrium geometry, with properties calculated with the ωB97M-V functional and the def2-TZVPD basis.

Structure (ORCA input):
```
! wB97M-V def2-TZVPD RIJCOSX def2/J DEFGRID3
* xyz 0 4
O 4.3258 -2.1448 -2.2847
O -1.0626 -3.8819 1.9302
H -1.6868 4.0912 -1.5612
H -2.9332 -0.5605 -0.2970
C 0.0056 -0.4516 0.0796
H 3.1785 -1.1229 2.1087
H 4.8184 -2.3555 3.6630
C -2.3868 3.9684 -0.7347
H 4.9888 0.2461 2.6096
V 0.7992 -2.8001 -0.8182
N 1.8851 -0.5960 3.5607
H 1.8673 -0.1408 4.4621
H -1.0300 4.6261 2.2817
C -1.2214 3.9836 1.4223
H 4.7830 -4.6380 3.9310
H 2.3775 0.8958 -2.7688
O -0.4202 -0.9892 -0.9908
H -2.9794 -2.8862 -3.6917
H 3.9586 -1.9739 5.0157
H -1.0523 1.0174 1.1870
N -3.7113 -0.1702 -0.8092
N 1.8553 1.7385 -2.9621
O 0.8638 -4.0857 0.7988
H -4.5388 3.1055 -2.3055
H 3.6764 1.2583 3.0345
Na 0.5962 -2.6162 3.1925
C 4.1509 0.3146 3.3034
N -4.2770 4.0809 -2.2927
O 1.9956 -1.6856 -2.1756
H -3.5490 4.1800 -2.9858
O 3.4694 -0.3234 -0.9498
H -0.2413 3.6979 1.0402
N -2.2886 -3.0820 -2.9813
H -0.1125 -3.5891 -5.1535
O 0.5347 -1.2698 0.7593
H 1.3412 -0.0738 2.8886
H 0.6312 1.3285 1.0295
N -0.9410 -3.1899 -4.7361
C 3.2599 -0.9023 3.1731
H -1.8098 -3.1193 -5.2463
N 2.6695 2.5625 -1.2667
H -0.2757 1.6581 -0.3431
O -2.0310 4.6055 0.5138
C 1.7737 2.7354 -2.1573
C -3.7393 0.4869 -1.9522
H -3.5070 5.6863 -0.9795
S 3.2360 -1.6211 -1.4567
H 2.6198 3.0599 -0.3891
H 3.1930 -5.3599 4.1510
H -4.6302 -0.1026 -0.3955
O 2.7646 -2.5637 -0.4430
C -0.2271 0.9437 0.4786
H 4.5552 0.3698 4.3142
O -0.7528 -5.8712 0.8396
S -0.4808 -4.4801 0.8564
H -4.3808 4.5252 0.9678
H -2.6460 2.9251 -0.5550
C -1.0570 -3.1588 -3.4510
O 1.0206 3.6572 -2.2650
C -3.6836 4.6107 -0.9847
H -1.6871 3.0611 1.7692
H -1.8159 0.0910 -2.0093
C -4.7965 4.1338 0.0394
H -4.8993 3.0520 0.1256
C 3.7864 -2.1629 3.9561
H 3.0397 1.6242 -1.2152
O 3.1591 -3.3600 3.6883
O -0.8976 -3.9488 -0.3640
N -2.5846 0.5067 -2.5157
O -4.7703 0.9405 -2.3171
H 1.1313 1.6323 -3.6583
H 3.9409 -4.2223 5.4295
H -2.6220 -3.4233 -2.0911
C 3.8019 -4.4856 4.3810
O -0.1038 -3.3243 -2.7374
H -2.4857 0.6990 -3.5022
H -5.7382 4.6333 -0.1883
*
```

Calculated values
* calculated total energy: -3986.9072 Ha
* frontier orbital gap (alpha / beta): 0.2566 / 0.0593 Ha
* LUMO energy (alpha / beta): -0.023 / -0.231 Ha
* HOMO level (alpha / beta): -7.6 / -7.9 eV
* F_max: 0.19029 Eh/bohr

Charges computed using Löwdin, reported in e: O -0.3139; O -0.2830; H 0.1380; H 0.1101; C -0.6993; H 0.1364; H 0.1254; C -0.1567; H 0.0857; V 1.1825; N 0.0169; H 0.0865; H 0.1054; C -0.1087; H 0.0898; H 0.0945; O -0.0821; H 0.1031; H 0.1205; H 0.0868; N 0.1917; N 0.1907; O -0.3375; H 0.0958; H 0.0761; Na 0.5630; C -0.0542; N 0.3717; O -0.3833; H 0.1419; O -0.3128; H 0.0860; N 0.2003; H 0.1403; O 0.0092; H 0.0590; H 0.0860; N 0.1956; C -0.3739; H 0.1116; N 0.1840; H 0.0771; O -0.1567; C -0.8614; C -0.8406; H 0.1700; S 0.2107; H 0.1185; H 0.0983; H 0.1175; O -0.3845; C 0.0174; H 0.0768; O -0.2771; S 0.0160; H 0.0850; H 0.1238; C -0.7204; O 0.0193; C -0.2779; H 0.0833; H 0.0726; C -0.0081; H 0.0876; C -0.2240; H 0.0678; O -0.1942; O -0.3414; N 0.2078; O 0.0377; H 0.1195; H 0.0865; H 0.1203; C -0.0298; O 0.0064; H 0.1289; H 0.0879

=====

Record 2
Below is a structure of composition C13H38ClHfNdSi4 in a non-equilibrium geometry, with properties calculated with the ωB97M-V functional and the def2-TZVPD basis.

Structure (ORCA input):
```
! wB97M-V def2-TZVPD RIJCOSX def2/J DEFGRID3
* xyz 0 4
H -2.8832 0.3171 0.9593
Si 1.4095 -0.5150 2.0890
H 2.9119 0.4023 3.7178
C 3.6669 0.2175 -1.1887
H -0.4356 -1.6188 3.3436
C -0.6908 -3.3556 1.4831
H -0.4431 0.1098 3.7309
Nd -4.4487 -2.7993 -1.7696
H -6.3023 -0.5722 -2.2256
H 3.2462 -2.0344 1.0580
H 4.0633 -0.1226 -0.2234
H 1.5380 -4.1000 -1.2502
Si -1.0906 2.0727 0.8310
H 3.3631 2.8787 0.7954
H -0.0381 2.9370 2.9306
H 4.4880 0.6954 -1.7409
C -1.6820 2.7952 -0.8002
Si 0.5669 0.6425 0.2531
C 1.5325 -3.0109 -1.3712
H 1.0558 -2.7906 -2.3686
H 2.3243 2.0451 -3.4038
C -5.2068 -0.6172 -2.2127
H -4.8572 0.1101 -1.4470
C 2.5073 -2.0585 1.8705
C 2.9197 3.0646 -0.1919
C 0.1982 -0.7547 3.5483
H -2.1811 0.5865 2.5622
H 0.8622 2.7402 -2.6633
H 3.0950 -1.9899 2.8058
Hf 0.3872 -1.9594 0.2723
H 2.1292 3.8197 -0.0795
C -0.3530 3.3532 1.9677
H 0.5006 3.8811 1.5309
H -1.1411 4.0878 2.1611
H 3.3510 -0.6669 -1.7565
C 1.5085 1.8549 -2.6913
H 2.6002 -2.6996 -1.4242
H -4.8824 -4.2244 -4.2861
C -4.0524 -3.5836 -3.9524
H 2.0174 -3.0384 1.9167
C 2.5422 0.8156 2.7638
H 3.4034 1.0807 2.1452
H -4.8377 -0.2384 -3.1702
H -3.9191 -2.8260 -4.6930
H 0.9189 1.0058 -3.0634
H 3.7004 3.4861 -0.8398
H 0.7674 -0.9769 4.4714
Cl -2.1358 -1.6431 -2.1043
H -0.2426 -4.3509 1.6189
H -0.9417 3.4639 -1.2576
H -2.5873 3.3759 -0.5739
H -1.9447 2.0171 -1.5340
C -2.4773 1.0865 1.6333
H -3.1397 -4.2086 -4.0009
Si 2.2801 1.4944 -1.0120
H 2.0128 1.7503 2.9929
H -3.2763 1.8030 1.8628
H -1.6776 -3.2349 1.9807
*
```

Calculated values
* calculated total energy: -2745.5278 Ha
* frontier orbital gap (alpha / beta): 0.1960 / 0.1974 Ha
* LUMO energy (alpha / beta): -0.035 / -0.034 Ha
* HOMO level (alpha / beta): -6.3 / -6.3 eV
* F_max: 0.08720 Eh/bohr

Charges computed using Löwdin, reported in e: H 0.0238; Si 0.1945; H 0.0361; C -0.2116; H -0.0119; C -0.3509; H 0.0141; Nd 1.3701; H -0.0468; H 0.0359; H 0.0172; H -0.0280; Si 0.2950; H 0.0176; H 0.0237; H 0.0317; C -0.2130; Si 0.3043; C -0.3022; H -0.0097; H 0.0312; C -0.4268; H -0.0381; C -0.2343; C -0.2197; C -0.2014; H 0.0104; H 0.0180; H 0.0673; Hf 0.9784; H 0.0189; C -0.2232; H 0.0177; H 0.0279; H 0.0118; C -0.2184; H -0.0360; H -0.0430; C -0.4207; H 0.0235; C -0.2282; H 0.0187; H -0.0333; H -0.0478; H 0.0337; H 0.0292; H 0.0413; Cl -0.1863; H -0.0981; H 0.0211; H 0.0315; H 0.0355; C -0.2092; H -0.0273; Si 0.3247; H 0.0288; H 0.0308; H -0.0986

=====

Record 3
Below is a cluster of 8 separate species, C13H38FN14O10P in total in a non-equilibrium geometry, with properties calculated with the ωB97M-V functional and the def2-TZVPD basis.

Structure (ORCA input):
```
! wB97M-V def2-TZVPD RIJCOSX def2/J DEFGRID3
* xyz 0 1
C 0.7150 0.7910 -0.4438
N -0.6816 4.0836 3.7231
H 2.9769 -6.4934 -1.3213
H 2.6745 -6.1461 7.9492
N -2.9092 4.3768 -3.3799
H -3.1435 5.1900 -3.9164
H 0.0352 2.4869 -1.7202
H 0.3325 -5.1162 4.8240
N 0.5186 -7.2070 3.0285
H 2.3670 8.0291 0.7323
H -3.2024 3.4746 -3.7073
O -0.2963 -6.3587 1.0867
O 4.3976 -4.6762 -0.4281
C 1.5028 -5.8294 6.3209
H 0.8404 4.8908 1.4321
N -1.8464 5.6563 -1.7667
H -3.1239 1.7558 -7.4840
H -0.9083 3.9125 4.6837
C 0.4506 1.4858 -1.7524
C -0.4571 0.4172 -2.3978
H 2.0744 2.6774 0.6813
N -4.7139 -0.0386 -5.3474
H 3.2594 1.0827 -0.3970
N 1.9403 -6.2992 1.4535
C -2.2229 4.4283 -2.1975
O 0.7026 -1.7210 -2.7460
C 0.6682 6.8103 0.8062
N 2.1440 -5.4465 7.4655
H -3.1849 -0.9919 -0.7594
H -1.1116 4.8537 3.2425
H 1.3894 1.6607 3.1526
H 2.0783 -5.8447 0.5673
H -1.4550 5.7451 -0.8361
O 0.9397 -0.5853 -0.8296
H 0.7316 -3.9103 6.0016
N 0.7616 2.2759 3.6672
H -1.6633 -0.7477 0.0486
H 1.3386 1.4723 -2.3910
H -0.1463 0.9296 0.2139
N 1.3773 7.9591 0.5946
H -1.7556 -1.8247 -1.3752
O 1.5644 -6.9696 5.8906
O -5.4955 1.0976 -7.1524
C 0.6593 -6.6080 1.8077
F -2.7775 0.2529 -2.8918
P 2.1882 1.3036 0.4870
H -0.5905 0.5974 -3.4594
H 1.2780 -7.4054 3.6575
H -3.9503 -0.3020 -4.7518
N -3.2764 1.1710 -6.6848
C -1.8813 0.3040 -1.8118
C -4.5657 0.7623 -6.4428
H 1.8136 -5.4767 -2.0982
C 0.1915 3.3178 3.0117
C 0.4087 -0.7719 -2.0774
H -2.0095 6.4903 -2.2980
H 0.5598 2.0695 4.6270
H -2.4981 0.9008 -6.1143
H 2.7355 -6.4892 2.0336
H 2.0908 -3.1402 -2.0077
H 2.1096 -4.5153 7.8328
H -0.4117 -7.4409 3.3195
O -1.9659 3.4072 -1.5664
C -2.1140 -0.8998 -0.9288
O 0.4301 3.5693 1.8294
H 2.3649 5.7384 1.3811
O -0.5434 6.7486 0.6445
C 3.3951 -4.5085 -1.1046
O 2.3522 0.5784 1.7696
N 2.9215 -3.2858 -1.4590
H -5.6392 -0.3552 -5.1285
N 0.7923 -4.8567 5.6793
N 1.3749 5.7278 1.2264
N 2.6467 -5.5739 -1.5482
H 0.8656 8.7674 0.2954
H 3.4331 -2.4862 -1.1374
H -2.0968 1.2162 -1.2620
*
```

Calculated values
* calculated total energy: -2478.6843 Ha
* frontier orbital gap: 0.3534 Ha
* LUMO energy: 0.010 Ha
* HOMO level: -9.3 eV
* SMILES: C[C@H](F)[C@H]1C[C@H]([PH2]=O)OC1=O.NC(N)=O.NC(N)=O.NC(N)=O.NC(N)=O.NC(N)=O.NC(N)=O.NC(N)=O
* F_max: 0.03460 Eh/bohr

Charges computed using Löwdin, reported in e: C -0.3958; N 0.1813; H 0.1035; H 0.1024; N 0.1586; H 0.0931; H 0.1083; H 0.0912; N 0.1486; H 0.0906; H 0.0966; O 0.0035; O 0.0138; C -0.6766; H -0.0155; N 0.1739; H 0.0976; H 0.1007; C -0.1028; C -0.1362; H 0.0163; N 0.1550; H 0.0330; N 0.1648; C -0.6536; O 0.1380; C -0.6675; N 0.1496; H 0.0925; H 0.1117; H 0.0601; H 0.0520; H 0.0655; O 0.0065; H 0.0926; N 0.1826; H 0.0899; H 0.1329; H 0.1338; N 0.1488; H 0.0942; O 0.0105; O 0.0223; C -0.6889; F -0.0351; P 0.7773; H 0.1572; H 0.0675; H 0.0679; N 0.1433; C -0.3117; C -0.6899; H 0.1023; C -0.6096; C -0.4540; H 0.0980; H 0.1022; H 0.0829; H 0.0996; H 0.0611; H 0.0912; H 0.1017; O 0.0013; C -0.0051; O -0.0437; H 0.0954; O -0.0088; C -0.6930; O -0.4290; N 0.1721; H 0.1036; N 0.1579; N 0.1618; N 0.1358; H 0.0985; H 0.1027; H 0.1194

=====

Q: The highest F_max belongs to which entry?
A: C13H37N8NaO15S2V